DFT (wB97M-V/def2-TZVPD) results for the molecule C4H8O2.

ΔE to the lowest compared entry with this formula, charge and spin ... 465.3 kJ/mol
E ... -8368.45971 eV
HOMO ... -7.50 eV

Last column: natural (NBO) charge in e.
Cartesian coordinates (Å):
C: -1.91926 1.23937 -0.20132  -0.5675
C: -0.79315 -1.27558 0.20055  -0.7528
C: 0.14530 -0.13068 0.05087  0.6437
O: -0.23707 1.03145 -0.13380  -0.4365
C: 1.63514 -0.37687 0.09564  -0.1538
O: 2.42314 0.77158 0.14009  -0.6907
H: -1.92635 2.13055 0.44639  0.1337
H: -1.62367 -1.12378 -0.49577  0.3030
H: -1.88358 1.70301 -1.20136  0.1266
H: -0.27154 -2.23301 0.10031  0.2186
H: -1.26216 -1.19650 1.18986  0.2799
H: 1.84845 -0.98452 0.98824  0.2139
H: 1.86402 -1.01168 -0.78200  0.1976
H: 2.00074 1.45666 -0.39771  0.4844

---

DFT (wB97M-V/def2-TZVPD) results for the molecule C4H8O2.

Structure (SMILES) ... CC(=O)CCO
ΔE to the lowest compared entry with this formula, charge and spin ... 73.4 kJ/mol
E ... -8372.52131 eV
HOMO ... -9.94 eV

Last column: natural (NBO) charge in e.
Cartesian coordinates (Å):
C: -2.03237 -0.03396 0.75487  -0.7191
C: -0.79223 -0.44473 -0.00041  0.6129
O: -0.46153 -1.61523 -0.07754  -0.5708
C: 0.03010 0.65140 -0.65363  -0.5456
C: 1.51351 0.28489 -0.75529  -0.0519
O: 1.73039 -0.83099 -1.57963  -0.7244
H: -1.73978 0.52683 1.65091  0.2365
H: -2.65700 0.63119 0.14836  0.2319
H: -2.59793 -0.91939 1.05010  0.2385
H: -0.36888 0.79740 -1.66747  0.2428
H: -0.10867 1.59844 -0.11701  0.2200
H: 1.91573 0.12681 0.25952  0.1569
H: 2.06543 1.12061 -1.19733  0.1824
H: 1.18050 -1.53705 -1.20323  0.4897

---

Question: What is the ΔE to the lowest compared entry with this formula, charge and spin in the second record?
Answer: 73.4 kJ/mol